# 1
DFT (ωB97M-V/def2-TZVPD) results for 2 unconnected molecules or ions with the total composition C5H17N2O.

The geometry in XYZ format:
```
25
Properties=species:S:1:pos:R:3:forces:R:3:nbo_charge:R:1
C -1.473 -0.142 0.605 3.50 -0.08 -0.88 -0.272
N -0.719 1.174 0.661 -0.94 0.09 2.73 -0.638
C -0.596 1.800 2.031 1.69 -1.94 0.40 -0.456
C -0.797 -0.651 -0.790 -0.34 -0.25 1.66 -0.085
N 0.699 -0.732 -0.537 1.13 3.12 -1.03 -0.785
C 1.473 -0.912 -1.861 0.47 2.32 0.66 -0.580
C -1.402 -1.960 -1.216 -1.97 -0.80 -1.72 -0.680
H -2.569 -0.188 0.532 0.29 0.51 0.14 0.204
H -1.091 -0.759 1.500 -0.70 0.60 -1.55 0.210
H -1.308 1.827 0.226 -0.74 1.03 -1.34 0.357
H -0.365 2.839 2.016 -0.63 1.14 -0.70 0.207
H -1.441 1.563 2.669 -0.10 0.21 0.15 0.184
H 0.362 1.495 2.564 -1.27 -0.64 -0.62 0.184
H -0.930 0.128 -1.611 0.20 -0.92 1.27 0.220
H 0.991 -1.379 0.193 -0.06 -1.07 0.16 0.338
H 1.033 0.260 -0.035 -0.90 -1.95 -1.33 0.429
H 0.886 -1.410 -2.582 -0.51 -1.02 -0.42 0.205
H 1.711 0.080 -2.325 -0.77 -0.30 0.75 0.212
H 2.483 -1.269 -1.754 0.00 -0.92 0.62 0.226
H -2.405 -1.668 -1.671 0.95 -0.30 0.29 0.212
H -0.900 -2.540 -2.023 -0.02 0.66 0.53 0.228
H -1.718 -2.717 -0.481 0.71 0.61 0.36 0.233
H 2.271 1.953 1.948 0.04 1.34 1.11 0.462
H 3.263 1.785 0.716 0.38 0.58 0.08 0.453
O 2.540 1.425 1.226 -0.39 -2.01 -1.33 -1.068
```
Positions in Å, forces in eV/Å.

Summary:
E_LUMO (alpha / beta) in hartree: 0.0355 / 0.0240
Frontier orbital gap (alpha / beta) in eV: 3.3 / 10.6
Charge: 0
Expectation value of S²: 0.75
Multiplicity: 2

---

# 2
DFT (ωB97M-V/def2-TZVPD) results for a single C4H8N2O molecule.

The geometry in XYZ format:
```
15
Properties=species:S:1:pos:R:3:forces:R:3:nbo_charge:R:1
C 0.633 -1.039 1.709 0.14 -0.13 0.09 -0.421
N 0.127 -0.915 0.341 -0.14 0.03 0.01 -0.597
C 0.038 0.464 -0.101 0.15 0.03 -0.08 -0.178
C -1.130 1.105 0.546 -1.18 0.23 0.24 0.249
N -2.205 1.362 0.895 1.15 0.00 -0.14 -0.326
C -0.210 0.609 -1.616 -0.24 0.22 0.12 -0.049
O 0.812 0.063 -2.400 -0.07 -0.26 -0.07 -0.700
H 0.103 -0.434 2.471 0.01 -0.16 -0.36 0.180
H 0.570 -2.090 1.992 0.01 0.09 0.09 0.210
H 1.692 -0.756 1.735 -0.19 -0.02 -0.07 0.198
H -0.807 -1.317 0.287 0.22 -0.05 0.03 0.361
H 0.984 0.961 0.133 -0.20 0.04 0.09 0.235
H -0.236 1.681 -1.834 -0.10 -0.11 -0.01 0.191
H -1.208 0.198 -1.843 0.28 0.02 -0.07 0.169
H 0.655 -0.883 -2.489 0.17 0.07 0.13 0.477
```
Positions in Å, forces in eV/Å.

Summary:
SMILES string: CN[C@H](C#N)CO
E_LUMO in hartree: 0.0309
Frontier orbital gap in eV: 10.7
Charge: 0

---

# 3
DFT (ωB97M-V/def2-TZVPD) results for 2 unconnected molecules or ions with the total composition C3H11N2PS.

The geometry in XYZ format:
```
18
Properties=species:S:1:pos:R:3:forces:R:3:nbo_charge:R:1
C -0.357 -1.723 -1.936 -0.11 -4.06 1.40 -0.419
C 1.179 1.993 0.164 1.86 -0.59 -0.50 -0.421
C -1.273 0.747 2.348 0.20 0.02 -0.19 -0.492
N 0.724 -1.835 -0.884 -1.36 3.20 -0.33 -0.947
N 1.060 0.768 -0.592 -0.20 -1.71 0.83 -0.918
P 1.250 -0.691 0.293 1.84 0.62 -1.90 1.214
S 3.250 -0.513 0.560 -0.87 -1.14 0.69 -0.496
H 0.077 -1.988 -2.864 0.75 0.23 -1.15 0.205
H -1.061 -2.653 -1.802 0.85 1.91 0.13 0.195
H -0.971 -0.873 -2.093 -0.13 1.14 0.70 0.210
H 2.012 2.561 -0.349 -0.71 -0.25 1.37 0.212
H 0.276 2.522 0.093 -1.16 1.04 0.09 0.188
H 1.340 1.646 1.202 0.54 1.18 -0.34 0.211
H -0.604 1.320 1.783 0.95 0.96 -0.17 0.147
H -1.915 0.222 1.694 -0.99 -0.82 0.17 0.164
H -1.257 0.782 3.416 -0.24 -0.25 0.20 0.182
H 0.987 -2.756 -0.721 0.50 -1.67 0.38 0.401
H 0.289 0.728 -1.179 -1.73 0.21 -1.38 0.367
```
Positions in Å, forces in eV/Å.

Summary:
E_LUMO (alpha / beta) in hartree: -0.0546 / -0.0029
Frontier orbital gap (alpha / beta) in eV: 6.6 / 7.9
Charge: 0

---

# 4
DFT (ωB97M-V/def2-TZVPD) results for a single C4H9NO2 molecule.

The geometry in XYZ format:
```
16
Properties=species:S:1:pos:R:3:forces:R:3:nbo_charge:R:1
O -1.949 -2.249 -1.500 0.92 0.00 -1.02 -0.616
C -1.148 -1.323 -1.481 -2.26 -0.34 1.78 0.512
N -1.228 -0.496 -0.361 -0.95 -0.40 0.33 -0.642
C -0.215 0.520 -0.126 1.34 -0.14 -1.47 -0.254
C 1.066 -0.096 0.478 -0.21 -0.17 1.80 -0.421
C 1.954 1.047 1.194 -2.65 -1.98 1.03 -0.064
O 1.028 2.081 1.476 -0.42 0.39 0.75 -0.749
H -0.460 -1.100 -2.340 -0.23 0.18 0.98 0.137
H -1.980 -0.850 0.388 2.59 1.21 -2.34 0.425
H 0.182 0.855 -1.100 -0.74 -0.15 -0.27 0.187
H -0.484 1.493 0.281 -0.72 -0.78 0.63 0.252
H 1.704 -0.472 -0.348 -0.55 -0.39 0.66 0.204
H 0.654 -0.970 1.169 1.53 1.77 -1.13 0.209
H 2.382 0.608 2.135 0.11 0.65 -0.98 0.176
H 2.612 1.425 0.478 1.72 0.23 -0.84 0.166
H 1.414 2.934 1.674 0.53 -0.08 0.09 0.480
```
Positions in Å, forces in eV/Å.

Summary:
SMILES string: O=CNCCCO
E_LUMO in hartree: 0.0239
Frontier orbital gap in eV: 9.9
Charge: 0

---

# 5
DFT (ωB97M-V/def2-TZVPD) results for 2 unconnected molecules or ions with the total composition C5H13NO.

The geometry in XYZ format:
```
20
Properties=species:S:1:pos:R:3:forces:R:3:nbo_charge:R:1
C 1.857 2.172 0.869 -0.88 -1.03 -1.53 -0.603
C 1.088 0.848 0.580 0.91 -0.71 -0.04 -0.423
C 0.320 0.853 -0.710 -0.48 -0.11 0.72 -0.342
C -0.788 0.118 -0.859 -0.31 -0.47 -0.72 0.213
C -1.600 0.284 -2.147 1.31 0.43 0.67 -0.659
N -1.315 -0.808 0.041 -0.01 0.57 0.08 -0.829
H 2.160 2.173 1.905 0.66 0.30 0.04 0.210
H 1.160 2.986 0.674 -0.12 0.14 0.35 0.205
H 2.627 2.308 0.078 0.06 -0.14 1.00 0.205
H 1.725 -0.061 0.552 0.57 0.66 0.00 0.193
H 0.482 0.562 1.443 -0.55 0.58 -0.06 0.191
H 0.676 1.438 -1.561 -0.21 0.10 0.40 0.200
H -0.907 -0.031 -2.951 -0.97 0.06 -0.02 0.224
H -1.711 1.372 -2.163 -0.40 -0.21 -0.68 0.230
H -2.582 -0.193 -2.120 0.32 -0.10 -0.21 0.214
H -1.779 -1.595 -0.381 -0.01 0.07 0.11 0.379
H -0.778 -1.049 0.857 0.13 -0.17 -0.12 0.390
O -0.410 -3.454 1.800 0.48 -0.78 0.55 -0.934
H -0.004 -4.222 1.372 -0.17 0.30 -0.47 0.468
H -0.220 -3.700 2.720 -0.32 0.54 -0.09 0.468
```
Positions in Å, forces in eV/Å.

Summary:
SMILES string: CC/C=C(/C)N.O
E_LUMO in hartree: 0.0230
Frontier orbital gap in eV: 8.0
Charge: 0

---

# 6
DFT (ωB97M-V/def2-TZVPD) results for a molecular structure, C27H46N10O4P2RhS2Se.

The geometry in XYZ format:
```
93
Properties=species:S:1:pos:R:3:forces:R:3:lowdin_charge:R:1
Rh -0.473 -1.102 1.370 0.33 0.86 -0.18 0.416
C -0.266 3.411 -1.140 0.10 -0.07 0.05 -0.068
N -0.099 3.125 0.282 0.30 0.13 -0.30 -0.284
C 1.211 3.475 0.830 -0.14 0.11 0.03 -0.074
P -1.144 2.293 1.203 0.30 -0.43 0.29 0.478
O -0.603 1.080 1.896 -0.54 0.21 0.02 -0.418
O -2.311 1.967 0.153 -0.12 0.00 0.13 -0.244
P -2.695 0.574 -0.589 0.37 -0.17 -0.08 0.496
O -1.619 -0.430 -0.369 -0.21 -0.28 0.06 -0.346
N -2.788 0.992 -2.153 -0.12 -0.07 -0.38 -0.288
C -3.458 2.194 -2.643 0.21 -0.04 0.00 -0.102
C -2.554 -0.040 -3.175 -0.02 0.13 0.06 -0.059
N -4.156 0.186 -0.002 -0.37 -0.04 0.24 -0.273
C -4.265 -0.050 1.442 -0.11 0.21 -0.07 -0.098
C -5.381 0.758 -0.560 0.01 -0.14 -0.06 -0.078
N -1.751 3.316 2.307 -0.21 0.16 0.28 -0.284
C -2.388 2.798 3.523 0.05 0.07 -0.06 -0.072
C -2.235 4.634 1.896 0.02 -0.08 0.05 -0.076
H 0.175 4.385 -1.354 0.00 0.02 0.01 0.094
H -1.315 3.445 -1.413 0.00 0.00 0.02 0.060
H 0.231 2.660 -1.763 0.03 0.00 0.00 0.086
H 1.374 4.553 0.754 -0.01 0.00 -0.01 0.093
H 2.003 2.960 0.286 0.01 0.00 -0.02 0.073
H 1.277 3.195 1.880 -0.04 -0.02 -0.01 0.088
H -3.659 2.889 -1.830 -0.01 -0.02 0.02 0.081
H -4.401 1.951 -3.136 -0.02 0.00 -0.01 0.085
H -2.816 2.692 -3.372 0.01 0.01 0.01 0.092
H -2.027 -0.887 -2.743 0.00 0.01 0.03 0.078
H -1.942 0.382 -3.973 0.00 0.01 -0.01 0.091
H -3.496 -0.389 -3.602 -0.01 0.01 0.00 0.093
H -3.322 -0.386 1.854 0.10 -0.03 0.00 -0.010
H -5.000 -0.830 1.631 -0.02 -0.02 -0.02 0.099
H -4.576 0.868 1.956 -0.03 -0.01 -0.02 0.087
H -5.357 0.755 -1.644 0.02 -0.03 -0.03 0.067
H -5.559 1.777 -0.202 0.00 0.01 0.01 0.095
H -6.218 0.135 -0.250 -0.01 -0.02 0.03 0.097
H -2.004 1.809 3.757 0.03 -0.01 -0.03 0.074
H -3.474 2.743 3.405 0.00 0.00 -0.01 0.084
H -2.165 3.465 4.356 0.00 0.02 -0.01 0.092
H -1.695 4.983 1.017 0.01 -0.03 0.01 0.078
H -2.070 5.346 2.704 0.00 0.00 0.02 0.092
H -3.305 4.609 1.667 0.00 0.00 0.00 0.090
S -0.002 -2.987 0.241 -0.02 -0.72 0.20 0.720
C -1.477 -3.942 0.374 0.61 -0.34 -1.03 -0.670
C -1.688 -4.955 -0.630 0.09 0.29 0.32 -0.247
N -1.847 -5.743 -1.452 0.03 0.02 0.03 0.178
C -2.346 -3.686 1.341 -0.82 0.14 0.75 -0.668
S -2.000 -2.409 2.502 -0.60 0.06 0.04 0.618
C -3.565 -4.432 1.537 0.38 0.28 -0.04 -0.248
N -4.551 -4.988 1.738 0.02 0.00 0.00 0.173
C -0.736 -3.255 5.781 0.25 -0.08 -0.17 -0.011
N 0.426 -3.552 4.931 -0.22 -0.02 0.39 -0.103
C 1.110 -4.748 4.939 -0.11 0.06 -0.02 -0.013
C 2.112 -4.635 4.042 -0.03 0.12 -0.13 -0.009
N 2.026 -3.366 3.507 0.31 -0.06 -0.27 -0.100
C 2.912 -2.820 2.478 -0.13 -0.08 0.11 -0.016
C 0.991 -2.716 4.050 -0.14 0.06 0.06 -0.623
Se 0.453 -0.945 3.670 0.45 -0.54 -0.38 0.789
H -0.712 -3.931 6.630 0.01 0.00 0.01 0.098
H -1.650 -3.392 5.212 -0.06 -0.01 -0.06 0.066
H -0.675 -2.228 6.125 0.01 0.04 0.02 0.077
H 0.818 -5.570 5.569 0.01 0.04 -0.01 0.135
H 2.866 -5.338 3.735 -0.02 0.04 0.00 0.134
H 3.721 -3.526 2.319 0.01 -0.01 0.00 0.102
H 3.310 -1.866 2.812 0.02 0.03 0.05 0.086
H 2.355 -2.682 1.553 0.01 -0.05 0.02 0.035
C 4.985 -1.152 -5.361 0.04 0.00 0.00 -0.065
C 3.586 -0.562 -5.293 -0.03 0.02 0.09 -0.191
N 3.269 0.012 -3.978 0.05 0.01 -0.01 -0.053
C 3.212 1.466 -3.863 0.03 -0.13 -0.03 -0.209
C 4.573 2.139 -3.969 0.07 -0.01 0.00 -0.069
C 2.955 -0.860 -2.991 0.04 -0.02 -0.06 -0.425
O 2.868 -2.064 -3.166 -0.02 0.06 0.00 0.091
C 2.733 -0.330 -1.598 0.03 -0.06 -0.08 -0.106
C 3.734 0.273 -0.856 0.09 0.07 0.01 0.010
C 3.473 0.622 0.460 0.04 -0.01 0.01 -0.038
C 2.238 0.320 1.000 -0.05 -0.06 -0.16 -0.181
N 1.287 -0.321 0.303 0.16 0.31 0.17 -0.045
C 1.531 -0.622 -0.975 -0.23 0.12 0.07 -0.098
H 5.199 -1.495 -6.374 -0.02 0.00 0.03 0.081
H 5.066 -2.008 -4.691 0.01 0.02 0.01 0.075
H 5.741 -0.415 -5.084 -0.02 -0.01 -0.02 0.068
H 2.852 -1.339 -5.503 -0.04 0.00 -0.04 0.122
H 3.462 0.234 -6.027 -0.01 0.02 -0.01 0.119
H 2.733 1.723 -2.920 -0.01 -0.01 0.03 0.099
H 2.562 1.835 -4.660 -0.05 0.04 0.01 0.122
H 5.280 1.715 -3.252 -0.04 0.03 -0.01 0.069
H 4.482 3.208 -3.772 0.00 -0.02 -0.03 0.079
H 4.999 2.017 -4.966 -0.01 -0.01 0.04 0.076
H 4.707 0.456 -1.297 -0.05 0.04 0.01 0.125
H 4.219 1.117 1.068 -0.02 -0.03 0.00 0.120
H 1.986 0.578 2.019 0.04 -0.04 0.01 0.050
H 0.738 -1.122 -1.515 0.02 -0.05 0.03 0.089
```
Positions in Å, forces in eV/Å.

Summary:
E_LUMO in hartree: -0.1096
Frontier orbital gap in eV: 6.6
Charge: +1

---

Max |F|? In order: 3.61; 1.23; 4.30; 3.70; 2.04; 1.25 eV Å⁻¹.
ΔE to the lowest compared entry with this formula, charge and spin? In order: 305.3; 184.9; 439.8; 244.6; 132.6; 79.0 kJ/mol.